one | Density functional theory data (the ωB97M-V functional and the def2-TZVPD basis) for a cluster of 2 separate species, C3H13N2 in total.

Structure (XYZ):
```
18
Properties=species:S:1:pos:R:3
C -1.091 2.185 -0.587
N -0.528 1.659 0.689
H -0.741 1.595 -1.430
H -2.167 2.110 -0.577
H -0.797 3.209 -0.791
H 0.358 0.404 0.317
H -1.304 1.592 1.345
H 0.024 2.402 1.116
C -0.476 -2.097 -0.235
C 0.929 -1.701 0.205
N 1.182 -0.258 -0.054
H -0.511 -2.501 -1.250
H -0.879 -2.851 0.445
H -1.123 -1.234 -0.162
H 1.034 -1.834 1.279
H 1.731 -2.272 -0.271
H 2.050 0.046 0.379
H 1.264 -0.052 -1.047
```

Total charge: +1
Frontier orbital gap: 11.9 eV

two | Density functional theory data (the ωB97M-V functional and the def2-TZVPD basis) for a cluster of 2 separate species, C3H13N2 in total.

Structure (XYZ):
```
18
Properties=species:S:1:pos:R:3
C 2.270 -1.453 -0.611
N 0.878 -1.535 -0.071
H 2.397 -2.083 -1.490
H 3.048 -1.675 0.110
H 2.463 -0.430 -0.970
H 0.442 -2.371 -0.440
H 1.010 -1.765 0.916
H -0.129 -0.090 0.242
C -0.811 1.713 1.254
N -0.619 0.830 0.061
C -1.869 0.508 -0.664
H -0.249 2.630 1.120
H -0.504 1.149 2.137
H -1.849 1.911 1.376
H 0.087 1.327 -0.483
H -1.664 0.056 -1.618
H -2.470 -0.145 -0.035
H -2.431 1.424 -0.837
```

Total charge: +1
Frontier orbital gap: 11.4 eV

The least stable of the structures above is two, whereas one is the most stable.